# C28H33CuGeO4PS5

C28H33CuGeO4PS5 as an isolated structure (ωB97M-V with the def2-TZVPD basis set, the Open Molecules 2025 dataset).

## Properties
Energy above the lowest of the compared OMol25 structures with the same formula, charge and spin in kcal/mol: 13.9
HOMO level (alpha / beta) in eV: -2.150 / -2.177
DFT total energy in hartree: -7437.6593
LUMO level (alpha / beta) in eV: 3.896 / 3.896
Gap between HOMO and LUMO (alpha / beta) in eV: 6.05 / 6.07

```
! RIJCOSX wB97M-V def2-TZVPD def2/J DEFGRID3
* xyz -2 2
Cu 0.125 -0.677 1.054
S 4.426 -0.629 2.104
C 2.817 -0.627 1.715
S 2.162 -1.096 0.182
S 1.535 -0.107 2.758
O -1.778 -0.896 1.924
C -2.255 -0.909 0.759
O -1.498 -0.846 -0.247
C -3.751 -1.027 0.547
C -4.175 -0.854 -0.910
Ge -3.330 -1.914 -2.338
C -4.656 -3.234 -2.969
C -4.735 -3.693 -4.284
C -5.652 -4.668 -4.656
C -6.509 -5.216 -3.711
C -6.441 -4.782 -2.395
C -5.526 -3.800 -2.035
C -1.775 -2.983 -1.838
C -0.548 -2.796 -2.468
C 0.580 -3.484 -2.043
C 0.495 -4.379 -0.986
C -0.728 -4.593 -0.365
C -1.853 -3.902 -0.794
C -2.883 -0.594 -3.716
C -3.516 -0.502 -4.955
C -3.245 0.554 -5.818
C -2.350 1.548 -5.445
C -1.721 1.484 -4.208
C -1.979 0.418 -3.357
H -4.213 -0.235 1.142
H -4.060 -1.970 1.008
H -3.909 0.160 -1.208
H -5.260 -0.946 -1.011
H -4.056 -3.299 -5.033
H -5.692 -5.004 -5.685
H -7.223 -5.979 -3.999
H -7.101 -5.207 -1.648
H -5.497 -3.466 -1.003
H -0.456 -2.068 -3.265
H 1.537 -3.291 -2.512
H 1.384 -4.884 -0.628
H -0.799 -5.276 0.474
H -2.797 -4.065 -0.280
H -4.252 -1.244 -5.251
H -3.753 0.610 -6.775
H -2.157 2.384 -6.106
H -1.055 2.275 -3.877
H -1.506 0.410 -2.388
C 0.256 4.019 1.955
C 0.423 5.250 1.081
C -0.555 6.355 1.460
O 0.349 5.026 -0.333
P -0.562 3.967 -1.148
S -0.543 4.579 -3.022
S -0.064 2.100 -0.761
O -1.996 4.355 -0.453
C -3.208 3.606 -0.543
C -3.413 2.900 -1.875
C -3.319 2.657 0.638
H 0.401 4.319 2.997
H 0.974 3.241 1.708
H -0.740 3.590 1.852
H 1.441 5.627 1.221
H -1.579 5.999 1.355
H -0.421 7.216 0.804
H -0.386 6.666 2.494
H -3.988 4.370 -0.447
H -2.689 2.095 -2.004
H -3.292 3.595 -2.706
H -4.423 2.481 -1.896
H -2.535 1.899 0.587
H -4.299 2.171 0.631
H -3.211 3.201 1.579
*
```

Results of the Mulliken charge analysis, in e, for atoms 1 through 8:
1. Cu -0.56
2. S -0.40
3. C 0.23
4. S -0.25
5. S -0.36
6. O -1.06
7. C 1.44
8. O 0.49